{
  "formula": "C28H76O10",
  "method": "the ωB97M-V functional and the def2-TZVPD basis",
  "species": ["C", "C", "C", "O", "H", "H", "H", "H", "H", "H", "H", "H", "C", "C", "C", "O", "H", "H", "H", "H", "H", "H", "H", "H", "C", "C", "C", "O", "H", "H", "H", "H", "H", "H", "H", "H", "C", "C", "C", "O", "H", "H", "H", "H", "H", "H", "H", "H", "C", "C", "C", "O", "H", "H", "H", "H", "H", "H", "H", "H", "C", "C", "C", "O", "H", "H", "H", "H", "H", "H", "H", "H", "C", "C", "C", "O", "H", "H", "H", "H", "H", "H", "H", "H", "C", "C", "C", "O", "H", "H", "H", "H", "H", "H", "H", "H", "C", "C", "C", "O", "H", "H", "H", "H", "H", "H", "H", "H", "C", "O", "H", "H", "H", "H"],
  "xyz": [[-0.186299, -4.805293, 3.285080], [-0.414461, -3.424624, 2.674191], [-0.884119, -3.543242, 1.246838], [-1.281300, -2.730384, 3.234282], [0.195849, -4.764215, 4.282535], [0.412419, -5.383046, 2.576954], [-1.241980, -5.274837, 3.408070], [0.521582, -2.830633, 2.814201], [-1.193903, -2.658903, 0.662921], [-1.692128, -4.317003, 1.253249], [-0.033555, -4.009165, 0.688832], [-1.118513, -1.789790, 3.127583], [5.890238, -0.032949, 3.561090], [4.464258, 0.605408, 3.527367], [4.166976, 1.466809, 2.296780], [3.585101, -0.287165, 3.455576], [6.004613, -0.552682, 2.579626], [6.209164, -0.519146, 4.390172], [6.486878, 0.853240, 3.603944], [4.201874, 1.214518, 4.346590], [3.169108, 1.829732, 2.263551], [4.298998, 0.812415, 1.442740], [4.906728, 2.265384, 2.248045], [3.381844, -0.530820, 4.318559], [3.491429, -3.658953, 2.870394], [3.626028, -2.872878, 1.568904], [3.087636, -3.809448, 0.478177], [2.866244, -1.837054, 1.548155], [4.070731, -4.644638, 2.815848], [2.428765, -3.939331, 3.163819], [3.932599, -3.080763, 3.608704], [4.667320, -2.539035, 1.395964], [3.170273, -3.304984, -0.503376], [2.077494, -4.027176, 0.725447], [3.687133, -4.737435, 0.480342], [3.232567, -1.204532, 2.218819], [-0.315718, 2.089553, 3.874253], [-0.647379, 0.947413, 2.858148], [0.445250, 0.019653, 2.540565], [-1.601585, 0.210392, 3.203698], [0.389497, 2.798899, 3.471753], [0.058353, 1.661671, 4.857267], [-1.217010, 2.664192, 4.067031], [-0.919914, 1.246838, 1.885839], [0.156539, -0.790155, 1.769966], [0.816486, -0.413526, 3.489157], [1.266997, 0.451084, 1.976096], [-2.370052, 0.385244, 2.660996], [-2.901671, 0.065318, -0.493895], [-4.021552, 0.083899, 0.565476], [-4.152906, -1.285105, 1.197271], [-3.723424, 0.897808, 1.475593], [-3.192761, -0.852718, -0.985576], [-1.880973, -0.046845, -0.038847], [-2.884042, 0.963578, -1.139520], [-4.943054, 0.462374, 0.084895], [-3.212641, -1.634754, 1.600580], [-4.378797, -2.035979, 0.457777], [-4.884925, -1.359113, 1.959557], [-4.566674, 1.051965, 1.964767], [0.154489, -0.612129, -2.414551], [1.335203, -1.041139, -1.608407], [2.216790, 0.008724, -1.101871], [1.095766, -1.841478, -0.710119], [0.508108, 0.187760, -3.153681], [-0.542012, -0.070388, -1.779981], [-0.321882, -1.391661, -3.035865], [2.042714, -1.486143, -2.324919], [2.473587, 0.704767, -1.943097], [3.218446, -0.310442, -0.743927], [1.673619, 0.497960, -0.262280], [1.895193, -1.867762, -0.154249], [-2.718443, -0.117269, -4.313192], [-3.402636, 0.922290, -5.137955], [-4.079861, 0.344457, -6.375578], [-4.219359, 1.620483, -4.522640], [-2.329676, 0.221384, -3.366982], [-1.900086, -0.598272, -4.837667], [-3.460735, -0.846506, -4.073740], [-2.557942, 1.535334, -5.526232], [-3.479885, -0.463617, -6.804310], [-4.209347, 1.151651, -7.174925], [-5.145086, 0.003629, -6.277768], [-3.714260, 2.073273, -3.866109], [-2.016756, 4.768268, -4.237481], [-1.202887, 3.532632, -3.835120], [0.199180, 3.788737, -3.393989], [-1.842676, 2.893333, -2.995362], [-2.141365, 4.946628, -5.304820], [-1.575291, 5.717353, -3.779698], [-3.097935, 4.537746, -4.043978], [-1.119513, 2.882203, -4.619671], [0.148242, 4.667396, -2.749895], [0.965876, 3.903295, -4.079410], [0.606919, 2.944388, -2.751116], [-1.592163, 3.346732, -2.174094], [0.612827, 2.851538, 0.234906], [-0.458972, 3.841193, 0.508567], [0.248669, 5.002798, 1.089686], [-1.207383, 4.207327, -0.380220], [0.215244, 1.928161, -0.157414], [1.226649, 2.730368, 1.106468], [1.165132, 3.130104, -0.622374], [-1.101127, 3.418866, 1.291862], [-0.432584, 5.769905, 1.467884], [0.926144, 5.547197, 0.439655], [0.666066, 4.700568, 2.000178], [-1.988993, 4.660662, -0.014846], [-0.474169, -4.295679, -2.163146], [-1.456060, -3.244870, -2.033835], [-0.821516, -5.404021, -2.097180], [0.302069, -4.168015, -1.459776], [0.146187, -4.148270, -3.085507], [-0.938156, -2.600518, -1.613051]],
  "forces_ev_per_angstrom": [[-2.66, -0.35, -0.63], [5.87, -2.54, -3.66], [1.52, -2.47, -1.92], [-7.23, 4.70, 6.16], [0.67, 0.07, 0.51], [0.01, -0.23, 0.44], [1.67, 0.45, -0.42], [0.52, -0.87, -0.98], [0.16, -0.14, 0.85], [0.31, 0.77, -0.18], [-0.78, 0.26, -0.13], [-0.36, 0.32, 0.17], [-1.56, 3.25, -3.32], [5.08, 4.76, -1.17], [2.55, -0.12, -0.07], [-5.94, -6.16, -1.08], [0.27, 0.15, 0.97], [0.19, -2.21, 2.51], [1.14, 0.55, -0.59], [0.70, 1.19, 1.61], [-0.80, 0.37, 0.37], [0.08, -0.02, -0.48], [-0.21, 0.25, -0.32], [-1.12, -1.53, 2.08], [-0.19, -2.59, -0.59], [1.92, -5.50, -0.63], [2.36, 0.12, -0.57], [-3.11, 5.57, 0.40], [-0.65, 1.31, 0.08], [1.23, 0.64, -0.64], [0.72, 0.96, 1.96], [0.22, -0.81, 0.01], [-0.13, -0.54, 0.27], [-0.92, -0.20, 0.02], [-0.38, 0.33, -0.28], [-0.94, -0.12, -0.54], [-0.04, -1.07, 0.13], [5.23, 4.00, -1.96], [2.40, -1.71, -0.97], [-7.21, -5.07, 3.91], [0.57, 0.10, -0.09], [-0.39, 0.43, -1.18], [-0.25, -0.07, 0.16], [0.04, 2.21, -1.43], [-0.09, 0.98, 1.49], [0.07, -0.25, -0.58], [0.45, 0.43, 0.44], [-0.82, -0.03, 0.01], [-0.18, -0.14, 0.58], [-0.75, -4.55, -5.75], [0.24, -1.06, -1.49], [0.67, 6.85, 7.37], [0.74, -0.04, -1.14], [-0.94, -0.07, -0.12], [-0.18, -0.58, 0.20], [-0.06, -0.84, -0.46], [0.45, 0.28, 0.32], [-0.40, -0.38, -0.38], [-0.86, 0.22, 0.84], [1.31, 0.27, 0.13], [0.23, 2.06, -1.59], [3.50, 4.13, -8.20], [0.96, 3.55, 0.10], [-2.65, -6.86, 7.97], [-0.42, -1.07, 0.82], [-0.50, -0.22, 0.05], [0.19, 0.30, 0.65], [0.00, -0.59, -1.14], [-0.41, -0.05, 0.89], [-0.78, -0.41, -0.01], [0.71, 0.20, -0.47], [-0.75, -0.49, 0.69], [0.11, -1.06, 0.21], [5.98, -4.27, -5.74], [-0.84, 0.52, -1.87], [-6.38, 5.09, 4.56], [0.14, 0.61, 0.23], [0.07, -0.13, -0.22], [-0.47, -0.97, 0.30], [-0.01, 0.07, -0.37], [-0.17, 0.09, -0.05], [0.49, -0.89, 0.98], [1.03, -0.01, 0.67], [0.07, 0.95, 1.30], [-0.29, 1.32, -0.56], [3.87, 4.72, -6.74], [0.40, -0.27, 2.95], [-4.71, -4.79, 8.67], [0.89, 0.07, -0.34], [-1.13, -1.12, -0.34], [0.97, 0.56, 0.77], [0.23, -1.32, -3.11], [0.47, 0.16, 0.20], [1.08, 0.63, -1.94], [-0.88, 0.69, -0.63], [-0.94, -0.70, 1.04], [-0.87, -1.08, -1.40], [5.46, -2.39, 9.07], [-0.44, 2.17, 1.20], [-7.78, 2.94, -9.97], [-0.40, -0.75, 0.54], [0.28, -0.31, 0.19], [1.22, 0.92, -0.68], [0.44, -0.42, 0.88], [-0.53, 0.12, -0.35], [0.36, -0.40, -0.23], [1.52, -0.39, 1.26], [0.55, -0.22, -0.55], [0.12, -1.12, -1.53], [-0.39, -2.75, -0.81], [-0.04, 2.24, -0.19], [0.55, 0.02, 1.46], [-0.99, -0.37, 0.02], [0.68, 1.73, 1.11]],
  "lowdin_charge": [-0.040, -0.676, -0.043, 0.006, 0.062, 0.076, 0.116, 0.124, 0.070, 0.108, 0.059, 0.062, 0.012, -0.564, -0.005, -0.013, 0.103, 0.038, 0.070, 0.136, 0.056, 0.079, 0.090, 0.116, -0.032, -0.586, -0.028, -0.057, 0.108, 0.088, 0.032, 0.148, 0.091, 0.052, 0.094, 0.062, 0.006, -0.634, -0.046, 0.009, 0.046, 0.102, 0.072, 0.102, 0.114, 0.106, 0.051, 0.077, -0.016, -0.613, -0.022, -0.015, 0.078, 0.086, 0.082, 0.154, 0.067, 0.085, 0.075, 0.158, -0.023, -0.721, -0.048, 0.012, 0.114, 0.058, 0.082, 0.141, 0.105, 0.094, 0.071, 0.068, -0.041, -0.689, -0.043, 0.052, 0.042, 0.087, 0.085, 0.132, 0.072, 0.094, 0.091, 0.078, -0.010, -0.676, -0.016, 0.000, 0.067, 0.100, 0.093, 0.103, 0.080, 0.058, 0.095, 0.091, -0.036, -0.684, -0.042, 0.045, 0.068, 0.073, 0.070, 0.143, 0.089, 0.100, 0.053, 0.163, -0.149, -0.120, 0.114, 0.020, 0.084, -0.023],
  "gap_ev": 9.132,
  "smiles": "CC(C)O.CC(C)O.CC(C)O.CC(C)O.CC(C)O.CC(C)O.CC(C)O.CC(C)O.CC(C)O.CO",
  "e_homo_ev": -8.9
}